# 1
Computed, not measured: the molecule C3H7N3, with the ωB97M-V functional and the def2-TZVPD basis.

XYZ file:
```
13
Properties=species:S:1:pos:R:3:forces:R:3
H 2.292575 1.213685 0.484715 -0.413 -0.082 -1.524
N 2.000549 1.019751 -0.521123 0.299 -0.017 1.364
C 0.889958 0.393574 -0.535063 -0.011 -0.067 -0.138
C 0.295606 -0.134591 -1.801815 0.382 -0.275 -0.904
N 0.195072 0.100453 0.622445 -0.063 0.225 1.341
N -1.065318 -0.410742 0.623887 0.632 -0.133 -0.360
C -1.718917 -0.550136 1.696982 1.068 0.854 0.933
H 0.855886 -1.062752 -2.091801 -0.300 0.977 0.066
H -0.738818 -0.438442 -1.703704 -0.095 0.141 0.190
H 0.364620 0.645825 -2.584025 0.207 -0.625 0.326
H 0.671036 0.420232 1.489554 -0.853 -0.365 -0.552
H -2.671714 -1.008953 1.624660 -0.755 -0.258 -0.040
H -1.370536 -0.187905 2.695287 -0.099 -0.371 -0.702
```
Forces are in eV/Å.

Results
* total energy: -282.72229 hartree
* E_HOMO: -8.9 eV
* SMILES: [H]/N=C(/C)NN=C
* frontier orbital gap: 9.8 eV
* net charge: 0
* max |F|: 1.7 eV/Å

=====

# 2
Computed, not measured: a 2-piece molecular cluster, C3H7N3 overall, with the ωB97M-V functional and the def2-TZVPD basis.

XYZ file:
```
13
Properties=species:S:1:pos:R:3:forces:R:3
C 0.799248 0.092053 0.096783 0.303 -0.187 -0.251
C 3.201663 0.532749 -0.031445 2.292 -1.502 0.030
C -3.240291 -0.196972 -0.144988 4.528 -2.359 0.044
N 1.968337 0.077897 -0.103969 -2.269 0.593 0.128
N -4.395278 0.190250 0.082361 -1.633 2.470 0.338
N 4.124014 -0.357156 0.033823 1.399 -1.749 0.067
H -3.044656 -1.352280 -0.226249 -0.517 2.369 -0.053
H 3.483306 1.563339 -0.039063 -0.230 0.760 0.100
H -2.297259 0.446733 -0.140374 -1.733 -0.558 -0.202
H -5.059930 -0.569923 0.112847 -1.079 0.452 0.162
H -4.654891 1.235626 0.225248 0.256 -2.387 -0.277
H 5.139778 -0.282296 0.168124 -0.382 1.379 -0.152
H 3.975963 -1.380019 -0.033093 -0.934 0.718 0.067
```
Forces are in eV/Å.

Results
* total energy: -282.04821 hartree
* E_HOMO: -20.4 eV
* frontier orbital gap: 11.4 eV
* net charge: +2
* max |F|: 5.1 eV/Å

=====

# 3
Computed, not measured: the molecule C3H7N3O, with the ωB97M-V functional and the def2-TZVPD basis.

XYZ file:
```
14
Properties=species:S:1:pos:R:3:forces:R:3
H 3.803183 -1.346536 0.770204 -0.023 0.054 0.021
N 3.180752 -0.543323 0.767293 -0.283 -0.190 -0.018
C 1.978182 -0.925296 0.626447 0.105 -0.028 0.029
N 0.957696 0.009546 0.601290 0.097 0.106 -0.011
C -0.314419 -0.304292 0.125470 -0.002 -0.134 -0.090
O -0.631068 -1.437065 -0.191533 0.090 0.388 0.036
N -1.149823 0.777357 0.050976 0.098 -0.012 -0.017
C -2.264769 0.778992 -0.875727 -0.144 -0.032 -0.092
H 1.612173 -1.947793 0.510785 0.109 0.119 0.018
H 1.272303 0.971633 0.606207 -0.087 -0.136 0.052
H -0.809746 1.668352 0.374803 0.032 -0.103 -0.072
H -2.340170 -0.224161 -1.297144 -0.053 0.135 0.060
H -2.086093 1.494562 -1.687205 -0.076 -0.121 0.107
H -3.208201 1.028024 -0.381866 0.136 -0.046 -0.022
```
Forces are in eV/Å.

Results
* total energy: -358.04360 hartree
* E_HOMO: -9.7 eV
* SMILES: [H]/N=C/NC(=O)NC
* frontier orbital gap: 10.4 eV
* net charge: 0
* max |F|: 0.4 eV/Å

=====

# 4
Computed, not measured: the molecule C3H7N3O, with the ωB97M-V functional and the def2-TZVPD basis.

XYZ file:
```
14
Properties=species:S:1:pos:R:3:forces:R:3
C -1.619922 -0.920001 -2.160718 0.234 0.292 -0.036
N -0.961306 -1.004802 -0.752752 0.011 -0.096 0.201
C 0.211507 -0.142885 -0.384985 0.345 0.199 -0.379
O 1.020968 0.172933 -1.211202 -0.427 -0.213 0.448
N 0.242179 0.221404 0.934951 -0.089 -0.061 0.010
C 1.262097 1.026765 1.455025 0.056 0.059 0.157
N 1.285509 1.270293 2.695351 0.058 -0.024 -0.404
H -0.746201 -1.014090 -2.825043 -0.214 -0.049 0.059
H -1.916616 0.140848 -2.219929 0.009 -0.139 0.016
H -0.666441 -1.978816 -0.672156 0.024 0.090 0.007
H -1.718251 -0.884123 -0.079039 0.103 -0.018 -0.077
H -0.426654 -0.124262 1.612365 0.044 0.034 -0.160
H 1.956585 1.368177 0.684520 -0.066 -0.015 0.154
H 2.076546 1.868558 2.923611 -0.087 -0.059 0.003
```
Forces are in eV/Å.

Results
* total energy: -357.91118 hartree
* E_HOMO: -7.0 eV
* frontier orbital gap: 7.3 eV
* net charge: 0
* max |F|: 0.7 eV/Å

=====

# 5
Computed, not measured: the molecule C3H7N3O, with the ωB97M-V functional and the def2-TZVPD basis.

XYZ file:
```
14
Properties=species:S:1:pos:R:3:forces:R:3
N -1.751450 -1.143367 -0.362303 -0.048 -0.430 -0.136
C -1.700899 0.104679 0.144122 0.166 -0.136 0.073
O -2.628181 0.884508 0.125196 -0.158 0.358 0.074
C -0.342722 0.465580 0.706445 1.470 1.293 -1.701
C 0.687109 1.207337 -0.390581 -1.653 -0.931 1.722
N 1.626493 0.121105 -0.072761 0.399 -0.396 0.002
N 0.639294 -0.634603 0.698035 0.252 -0.255 0.037
H -0.951639 -1.744532 -0.237959 -0.015 0.055 0.007
H -2.622643 -1.511544 -0.703707 0.004 0.128 0.003
H -0.438194 1.047323 1.622158 -0.058 -0.136 0.011
H 0.272922 1.227876 -1.395297 0.046 -0.015 -0.073
H 1.054478 2.180782 -0.078843 -0.107 0.061 -0.082
H 1.907525 -0.426904 -0.887419 -0.253 0.158 0.229
H 1.019948 -0.858669 1.615655 -0.044 0.247 -0.164
```
Forces are in eV/Å.

Results
* total energy: -357.97074 hartree
* E_HOMO: -8.7 eV
* SMILES: NC(=O)[C@@H]1CNN1
* frontier orbital gap: 9.7 eV
* net charge: 0
* max |F|: 2.6 eV/Å

=====

# 6
Computed, not measured: the molecule C3H7N3O, with the ωB97M-V functional and the def2-TZVPD basis.

XYZ file:
```
14
Properties=species:S:1:pos:R:3:forces:R:3
H -2.701498 1.535995 -0.097941 -0.077 -0.057 0.114
N -2.131729 0.812550 0.339168 -0.495 -0.174 -0.027
C -1.997347 -0.166088 -0.443480 0.311 0.292 -0.491
N -1.131545 -1.252210 -0.091506 0.118 0.331 0.364
C 0.152202 -0.730043 -0.476576 0.763 -0.498 -0.092
O 0.475373 -0.624565 -1.640042 -0.324 0.068 0.164
N 0.959546 -0.352874 0.557344 -0.267 0.096 0.164
C 2.113279 0.495109 0.293690 0.216 0.006 -0.080
H -2.318082 -0.221893 -1.482828 -0.257 0.104 0.086
H -1.180474 -1.351615 0.919235 0.086 0.011 -0.012
H 0.549356 -0.304897 1.479478 0.062 0.052 -0.261
H 2.016844 0.900325 -0.717293 0.075 -0.114 0.176
H 3.049659 -0.072047 0.359271 -0.164 0.158 -0.015
H 2.144412 1.332257 1.001480 -0.047 -0.274 -0.089
```
Forces are in eV/Å.

Results
* total energy: -358.01486 hartree
* E_HOMO: -10.0 eV
* SMILES: [H]/N=C/NC(=O)NC
* frontier orbital gap: 11.0 eV
* net charge: 0
* max |F|: 0.9 eV/Å

=====

# 7
Computed, not measured: the molecule C3H7N3O, with the ωB97M-V functional and the def2-TZVPD basis.

XYZ file:
```
14
Properties=species:S:1:pos:R:3:forces:R:3
C -0.869468 0.407785 0.702230 -0.014 0.057 -0.020
C 0.411801 0.574090 0.095963 -0.019 -0.260 -0.217
N 0.695119 1.483937 -0.855556 0.029 -0.146 0.143
C -1.149603 -1.400505 0.237619 0.101 0.066 -0.032
O 2.337501 -0.515464 -0.574817 -0.373 0.052 0.300
N 1.235658 -0.468709 0.331759 0.157 0.166 -0.230
N -2.285214 -1.806298 0.005320 -0.050 0.075 0.010
H 3.073506 -0.781357 -0.011637 -0.053 0.030 -0.030
H 0.099868 2.280650 -0.988227 0.010 -0.076 0.035
H 1.539399 1.391921 -1.395586 -0.048 -0.018 0.067
H -3.092319 -1.184612 0.042584 0.139 0.005 0.027
H -0.865421 0.261179 1.775733 0.041 -0.045 -0.032
H -1.639995 1.104253 0.372505 0.053 -0.005 -0.006
H 0.509167 -1.346869 0.262111 0.027 0.099 -0.014
```
Forces are in eV/Å.

Results
* total energy: -357.86094 hartree
* E_HOMO: -7.3 eV
* frontier orbital gap: 8.0 eV
* net charge: 0
* max |F|: 0.5 eV/Å

=====

# 8
Computed, not measured: C3H7N3O as an isolated structure, with the ωB97M-V functional and the def2-TZVPD basis.

XYZ file:
```
14
Properties=species:S:1:pos:R:3:forces:R:3
C -1.032614 0.722426 1.153239 2.461 -2.354 2.518
N 0.075879 -0.651121 0.493410 -1.794 1.899 0.995
C 0.609124 -0.545919 -0.745694 -0.316 0.443 -1.405
C -0.154423 0.345278 -1.736630 1.884 0.047 0.479
O 0.924272 -1.144433 1.473718 -0.407 0.325 -0.092
N 1.584994 -1.189004 -1.268697 -0.247 -0.172 0.236
N -1.189812 1.001026 -1.540110 -1.856 0.219 3.735
H 1.799609 -0.726140 1.376464 -0.164 0.149 -0.151
H 1.933046 -1.934543 -0.665668 0.171 0.271 0.199
H -1.465126 0.890518 -0.363472 0.522 0.043 -4.899
H 0.430227 0.507533 -2.645426 -0.262 -0.521 -0.212
H -1.171859 1.795389 1.006444 0.015 -0.113 -1.319
H -0.439505 0.812617 2.065041 0.007 -0.596 0.250
H -1.903811 0.116374 1.397382 -0.014 0.359 -0.334
```
Forces are in eV/Å.

Results
* total energy: -357.81223 hartree
* E_HOMO: -9.5 eV
* frontier orbital gap: 9.4 eV
* net charge: 0
* max |F|: 4.9 eV/Å

=====

# 9
Computed, not measured: C3H7N3O as an isolated structure, with the ωB97M-V functional and the def2-TZVPD basis.

XYZ file:
```
14
Properties=species:S:1:pos:R:3:forces:R:3
C -0.282014 -1.009126 -1.241215 0.301 0.130 -0.134
N -0.504394 -0.740014 0.178704 -1.171 1.731 -0.732
C -0.426542 1.092912 0.361791 -0.606 -2.864 0.473
N 0.838632 1.430323 0.236486 1.246 -1.051 -0.015
C 0.472267 -1.120834 1.020430 2.134 1.902 0.734
N -1.478607 1.672384 0.617997 -0.490 0.634 -0.194
O 1.685060 -1.123114 0.741356 -1.041 -1.148 0.211
H 1.539228 0.626027 0.363255 -0.854 1.664 -0.561
H 1.048735 2.350437 -0.118164 0.260 -0.191 0.167
H -2.335489 1.133292 0.595927 0.252 -0.115 -0.042
H 0.164969 -1.043473 2.076589 0.027 -0.629 0.025
H -0.436811 -2.074420 -1.422335 -0.030 0.059 -0.005
H 0.723847 -0.750983 -1.585062 -0.026 -0.011 0.014
H -1.008881 -0.443412 -1.825763 -0.001 -0.110 0.061
```
Forces are in eV/Å.

Results
* total energy: -357.95631 hartree
* E_HOMO: -9.7 eV
* frontier orbital gap: 10.2 eV
* net charge: 0
* max |F|: 3.0 eV/Å